Record 1
This record from the OMol25 dataset describes C30H39BCrN7O3S2 as an isolated structure. The level of theory is ωB97M-V/def2-TZVPD.

Properties
Gap between HOMO and LUMO (alpha / beta)   4.153 / 7.006 eV
Highest occupied orbital energy (alpha / beta)   -1.8898 / -4.7449 eV
Charge   -1
Molar mass   672.6 g/mol
LUMO level (alpha / beta)   0.0832 / 0.0831 hartree
2S+1   5
ΔE to the lowest compared entry with this formula, charge and spin   0.0 kcal per mole

Positions of all 83 atoms, in Å:
Cr (0.051, 0.845, 1.471)
N (2.384, -1.915, -1.272)
C (2.588, -0.615, -0.890)
O (2.627, 0.281, -1.716)
C (2.843, -0.398, 0.586)
C (2.135, 0.833, 1.146)
H (2.038, -2.053, -2.208)
H (2.089, -2.582, -0.579)
H (3.936, -0.308, 0.667)
H (2.566, -1.298, 1.144)
H (2.405, 1.693, 0.521)
H (2.558, 1.039, 2.136)
N (1.096, 3.152, 4.806)
C (0.781, 4.313, 4.112)
C (0.868, 5.644, 4.461)
C (0.456, 6.586, 3.516)
C (-0.035, 6.179, 2.279)
C (-0.121, 4.835, 1.930)
C (0.313, 3.884, 2.850)
N (0.344, 2.514, 2.783)
C (0.776, 2.081, 3.991)
C (0.865, 0.730, 4.316)
C (1.270, 0.067, 5.490)
S (1.097, -1.646, 5.268)
C (0.551, -1.382, 3.656)
N (0.480, -0.146, 3.298)
H (1.243, 3.084, 5.795)
H (1.234, 5.950, 5.434)
H (0.503, 7.640, 3.757)
H (-0.384, 6.927, 1.577)
H (-0.582, 4.526, 1.003)
H (1.573, 0.484, 6.434)
H (0.296, -2.194, 2.993)
C (0.641, -7.197, -1.289)
C (-0.791, -6.708, -1.546)
C (-1.723, -7.287, -0.473)
C (-1.240, -7.248, -2.904)
C (-0.829, -5.180, -1.485)
C (-1.233, -4.396, -2.561)
C (-1.269, -2.998, -2.501)
C (-0.885, -2.405, -1.323)
O (-0.806, -1.090, -0.998)
B (-0.316, -0.992, 0.337)
O (-0.126, -2.347, 0.783)
C (-0.477, -3.174, -0.241)
C (-0.439, -4.546, -0.293)
H (0.682, -8.289, -1.326)
H (1.002, -6.881, -0.310)
H (1.324, -6.801, -2.043)
H (-1.704, -8.379, -0.502)
H (-2.750, -6.955, -0.636)
H (-1.426, -6.971, 0.528)
H (-1.195, -8.339, -2.893)
H (-0.594, -6.896, -3.711)
H (-2.267, -6.958, -3.133)
H (-1.536, -4.868, -3.485)
H (-1.586, -2.405, -3.349)
H (-0.115, -5.109, 0.573)
S (-2.407, 0.769, 2.196)
C (-2.891, 2.307, 1.740)
N (-3.212, 3.373, 1.411)
C (1.721, 3.428, -2.508)
C (0.549, 4.192, -1.899)
N (-0.723, 3.475, -1.943)
C (-1.671, 3.883, -2.966)
C (-1.335, 3.355, -4.357)
C (-0.971, 2.442, -1.088)
C (-2.253, 1.689, -1.255)
N (-0.132, 2.096, -0.170)
H (2.636, 4.014, -2.402)
H (1.557, 3.244, -3.571)
H (1.882, 2.461, -2.030)
H (0.395, 5.134, -2.428)
H (0.772, 4.466, -0.863)
H (-1.694, 4.976, -2.981)
H (-2.667, 3.563, -2.676)
H (-0.377, 3.742, -4.706)
H (-2.102, 3.657, -5.073)
H (-1.275, 2.266, -4.350)
H (-2.325, 1.288, -2.268)
H (-3.104, 2.338, -1.052)
H (-2.275, 0.868, -0.549)
H (0.718, 2.646, -0.182)


Record 2
This record from the OMol25 dataset describes C30H39BCrN7O3S2 as an isolated structure at a distorted geometry. The level of theory is ωB97M-V/def2-TZVPD.

Properties
Gap between HOMO and LUMO (alpha / beta)   4.154 / 6.837 eV
Highest occupied orbital energy (alpha / beta)   -1.8918 / -4.5773 eV
Charge   -1
Molar mass   672.6 g/mol
LUMO level (alpha / beta)   0.0831 / 0.0830 hartree
2S+1   5
ΔE to the lowest compared entry with this formula, charge and spin   19.8 kcal per mole

Positions of all 83 atoms, in Å:
Cr (0.114, -0.327, 0.297)
N (1.295, 3.409, -2.482)
C (0.354, 2.512, -2.033)
O (-0.170, 1.724, -2.797)
C (-0.012, 2.675, -0.570)
C (-0.877, 1.538, -0.022)
H (1.693, 3.226, -3.388)
H (1.917, 3.805, -1.799)
H (-0.521, 3.647, -0.499)
H (0.913, 2.759, 0.007)
H (-1.738, 1.430, -0.696)
H (-1.288, 1.863, 0.940)
N (-2.665, -0.824, 3.462)
C (-3.536, -1.571, 2.694)
C (-4.748, -2.168, 2.978)
C (-5.372, -2.880, 1.951)
C (-4.778, -2.990, 0.699)
C (-3.558, -2.387, 0.411)
C (-2.934, -1.646, 1.414)
N (-1.757, -0.953, 1.411)
C (-1.585, -0.490, 2.664)
C (-0.440, 0.190, 3.092)
C (-0.130, 0.703, 4.364)
S (1.461, 1.413, 4.327)
C (1.585, 1.002, 2.650)
N (0.559, 0.389, 2.152)
H (-2.728, -0.649, 4.446)
H (-5.196, -2.097, 3.962)
H (-6.322, -3.364, 2.139)
H (-5.273, -3.572, -0.070)
H (-3.072, -2.522, -0.545)
H (-0.693, 0.652, 5.278)
H (2.469, 1.254, 2.084)
C (7.471, 2.837, -2.567)
C (7.647, 2.080, -1.241)
C (7.786, 3.087, -0.089)
C (8.948, 1.279, -1.325)
C (6.424, 1.190, -1.004)
C (6.520, -0.194, -0.896)
C (5.403, -1.011, -0.707)
C (4.177, -0.395, -0.626)
O (2.943, -0.928, -0.440)
B (2.007, 0.132, -0.364)
O (2.753, 1.333, -0.565)
C (4.064, 0.991, -0.708)
C (5.162, 1.796, -0.903)
H (8.344, 3.464, -2.766)
H (6.588, 3.476, -2.546)
H (7.356, 2.130, -3.390)
H (8.648, 3.739, -0.254)
H (7.926, 2.558, 0.856)
H (6.898, 3.711, 0.005)
H (9.780, 1.961, -1.516)
H (8.914, 0.552, -2.138)
H (9.148, 0.753, -0.390)
H (7.488, -0.672, -0.953)
H (5.488, -2.086, -0.618)
H (5.046, 2.870, -0.973)
S (1.006, -2.588, 1.590)
C (1.084, -3.999, 0.747)
N (1.139, -5.015, 0.178)
C (-2.380, -0.199, -4.116)
C (-2.746, -1.441, -3.303)
N (-1.622, -2.344, -3.103)
C (-1.609, -3.582, -3.865)
C (-1.191, -3.409, -5.326)
C (-0.612, -2.024, -2.243)
C (0.650, -2.824, -2.312)
N (-0.687, -1.026, -1.431)
H (-3.260, 0.435, -4.237)
H (-2.020, -0.480, -5.107)
H (-1.600, 0.376, -3.614)
H (-3.528, -2.007, -3.811)
H (-3.166, -1.131, -2.342)
H (-2.616, -4.004, -3.829)
H (-0.952, -4.295, -3.373)
H (-1.931, -2.827, -5.878)
H (-1.100, -4.387, -5.802)
H (-0.233, -2.893, -5.391)
H (0.955, -2.961, -3.350)
H (0.547, -3.799, -1.836)
H (1.423, -2.288, -1.769)
H (-1.549, -0.498, -1.522)


Record 3
This record from the OMol25 dataset describes C30H39BIrN9Si as an isolated structure at a distorted geometry. The level of theory is ωB97M-V/def2-TZVPD.

Properties
Gap between HOMO and LUMO (alpha / beta)   6.650 / 5.810 eV
Highest occupied orbital energy (alpha / beta)   -10.2344 / -10.2235 eV
Charge   +1
Molar mass   756.8 g/mol
LUMO level (alpha / beta)   -0.1317 / -0.1622 hartree
2S+1   2

Positions of all 81 atoms, in Å:
Ir (-0.356, -1.235, 0.343)
C (-1.072, -2.416, -2.874)
C (0.061, -1.455, -2.748)
C (0.962, -1.009, -3.721)
C (1.877, -0.224, -3.047)
N (1.529, -0.192, -1.754)
N (0.405, -0.913, -1.572)
B (2.363, 0.294, -0.542)
N (2.746, -0.976, 0.257)
C (3.889, -1.425, 0.801)
C (3.661, -2.668, 1.344)
C (2.306, -2.928, 1.114)
C (1.538, -4.175, 1.397)
N (1.762, -1.888, 0.477)
N (1.482, 1.112, 0.425)
C (1.703, 2.271, 1.055)
C (0.759, 2.419, 2.046)
C (-0.049, 1.283, 1.982)
C (-1.199, 0.919, 2.853)
N (0.403, 0.502, 0.984)
N (3.520, 1.097, -1.066)
C (4.782, 0.743, -1.419)
C (5.325, 1.778, -2.133)
C (4.302, 2.750, -2.194)
C (4.337, 4.084, -2.868)
N (3.219, 2.332, -1.563)
H (-1.039, -2.900, -3.848)
H (-2.039, -1.934, -2.766)
H (-1.005, -3.187, -2.104)
H (0.960, -1.260, -4.767)
H (2.762, 0.280, -3.399)
H (4.793, -0.842, 0.765)
H (4.369, -3.300, 1.850)
H (1.956, -4.998, 0.817)
H (0.490, -4.062, 1.122)
H (1.600, -4.447, 2.448)
H (2.529, 2.899, 0.767)
H (0.663, 3.237, 2.739)
H (-1.862, 1.774, 2.974)
H (-0.839, 0.625, 3.840)
H (-1.768, 0.090, 2.438)
H (5.204, -0.211, -1.158)
H (6.316, 1.840, -2.547)
H (5.365, 4.396, -3.044)
H (3.842, 4.838, -2.258)
H (3.828, 4.045, -3.832)
C (-0.345, 2.023, -2.037)
Si (-1.648, 1.075, -1.155)
C (-2.911, 0.535, -2.398)
C (-2.483, 2.011, 0.187)
C (-3.670, 1.526, 0.751)
C (-4.332, 2.244, 1.733)
C (-3.812, 3.456, 2.167)
C (-2.635, 3.952, 1.620)
C (-1.969, 3.231, 0.641)
H (-0.800, 3.003, -2.220)
H (-0.135, 1.553, -2.999)
H (0.603, 2.177, -1.528)
H (-3.277, 1.497, -2.777)
H (-3.760, -0.021, -2.020)
H (-2.477, -0.009, -3.233)
H (-4.089, 0.585, 0.413)
H (-5.249, 1.860, 2.162)
H (-4.330, 4.022, 2.930)
H (-2.242, 4.903, 1.953)
H (-1.057, 3.629, 0.215)
C (-0.321, -2.476, 3.426)
C (-1.555, -2.767, 2.627)
C (-2.653, -3.454, 3.018)
C (-3.628, -3.350, 1.965)
C (-3.091, -2.602, 0.973)
C (-3.718, -2.185, -0.303)
N (-1.772, -2.225, 1.327)
H (0.145, -3.393, 3.783)
H (-0.564, -1.875, 4.305)
H (0.420, -1.923, 2.848)
H (-2.774, -3.964, 3.961)
H (-4.616, -3.784, 1.952)
H (-4.791, -2.045, -0.174)
H (-3.574, -2.916, -1.102)
H (-3.270, -1.254, -0.625)